Entry 1:
DFT (ωB97M-V with the def2-TZVPD basis set) results for C30H54F6MgNO23 as an isolated structure in a non-equilibrium geometry.

Computed properties:
Charge = +1

Each line ends with the Mulliken charge.
Cartesian coordinates (Å):
Mg (1.8130, 2.8569, -2.3063)  1.371
C (1.5486, 0.0042, 0.7288)  -0.979
C (0.5387, 0.4387, -0.3877)  1.441
O (0.9069, 1.4370, -1.2847)  -0.414
H (1.7358, 0.8459, 1.3957)  0.060
H (2.4146, -0.4058, 0.2093)  0.273
H (1.0876, -0.7368, 1.3818)  0.356
H (-0.4414, 0.7335, -0.0128)  -0.675
H (0.2417, -0.4951, -0.8649)  -0.455
C (-1.9919, 1.9278, 2.5051)  -0.763
C (-2.5048, 0.6355, 1.9387)  0.483
O (-3.5941, 0.1430, 2.6526)  -0.330
C (-4.6141, -0.4974, 2.0435)  0.531
O (-4.6091, -0.6465, 0.8319)  -0.502
C (-5.6727, -1.2095, 2.9276)  0.740
F (-5.8556, -2.4835, 2.5437)  -0.225
F (-5.3967, -1.1047, 4.2993)  -0.240
F (-6.9060, -0.6730, 2.8270)  -0.266
H (-1.1559, 2.3399, 1.9400)  -0.230
H (-1.6786, 1.8079, 3.5422)  0.421
H (-2.7088, 2.7484, 2.4777)  0.367
H (-1.7044, -0.1036, 1.9724)  -0.163
H (-2.6708, 0.8703, 0.8873)  0.082
C (0.1383, -7.6159, -3.0684)  -1.058
C (1.4930, -7.1194, -3.5590)  -0.255
O (1.8609, -5.8041, -3.2029)  -0.306
C (2.0785, -5.4342, -1.9665)  0.365
O (1.9917, -6.2385, -0.9843)  -0.582
C (2.3759, -3.8763, -1.7249)  0.907
F (3.0720, -3.7008, -0.5745)  -0.252
F (3.0763, -3.3124, -2.7422)  -0.254
F (1.2261, -3.2255, -1.5415)  -0.203
H (0.0628, -8.6163, -3.4945)  0.374
H (-0.7841, -7.0504, -3.2007)  0.263
H (0.1477, -7.6945, -1.9813)  0.321
H (1.5781, -7.1423, -4.6455)  0.333
H (2.2199, -7.8324, -3.1700)  0.326
C (0.1696, 2.7128, -6.6901)  -0.716
O (0.5742, 1.3602, -6.5306)  -0.313
C (1.2433, 1.1164, -5.3473)  0.707
O (1.2868, 1.8878, -4.3512)  -0.665
O (1.6852, -0.0861, -5.3951)  -0.298
C (2.3775, -0.6342, -4.2996)  -0.349
H (0.3444, 3.2256, -7.6359)  0.318
H (0.5707, 3.3438, -5.8970)  0.233
H (-0.8892, 2.7021, -6.4318)  0.312
H (2.1347, -1.6836, -4.1328)  0.172
H (2.1869, -0.0472, -3.4011)  0.024
H (3.4473, -0.7438, -4.4777)  0.302
C (-5.2578, 2.6769, -0.5145)  -0.501
O (-4.1883, 2.4468, -1.3850)  -0.345
C (-3.0255, 3.1212, -1.2684)  0.817
O (-2.7652, 4.0220, -0.5134)  -0.596
O (-2.2555, 2.8033, -2.2865)  -0.355
C (-2.2940, 1.5212, -2.9579)  -0.460
H (-4.9994, 2.3407, 0.4897)  0.130
H (-6.1455, 2.2321, -0.9641)  0.239
H (-5.5070, 3.7354, -0.4397)  0.308
H (-3.3053, 1.3706, -3.3355)  0.515
H (-1.9256, 0.6232, -2.4619)  0.130
H (-1.7165, 1.7284, -3.8588)  0.061
C (6.6290, 5.4158, 1.9831)  -0.719
O (5.7398, 4.3060, 2.2366)  -0.242
C (6.0033, 3.1482, 1.6229)  0.687
O (6.9023, 2.9284, 0.8620)  -0.562
O (5.1061, 2.2153, 2.0205)  -0.230
C (5.1226, 0.9353, 1.3997)  -0.681
H (6.8090, 5.6203, 0.9277)  0.279
H (7.5843, 5.0784, 2.3850)  0.360
H (6.3724, 6.2885, 2.5836)  0.239
H (4.9405, 1.1104, 0.3394)  0.205
H (4.5458, 0.1307, 1.8557)  0.284
H (6.1223, 0.5025, 1.3607)  0.378
C (-1.4923, -2.8652, 3.3879)  -0.552
O (-1.8175, -1.7350, 4.2663)  -0.104
C (-2.3439, -1.8634, 5.5271)  0.681
O (-2.8206, -0.8436, 6.0945)  -0.571
O (-2.3250, -3.1914, 5.9121)  -0.318
C (-3.0039, -3.5355, 7.1055)  -0.770
H (-0.6499, -3.4418, 3.7700)  0.429
H (-1.0970, -2.4012, 2.4843)  0.004
H (-2.3302, -3.5318, 3.1836)  0.327
H (-2.6063, -4.4367, 7.5722)  0.280
H (-4.0628, -3.7794, 7.0203)  0.295
H (-2.9172, -2.7803, 7.8867)  0.320
C (-3.2813, -6.2562, -0.5106)  -0.675
O (-2.7323, -4.9374, -0.5571)  -0.130
C (-2.5029, -4.3076, -1.7938)  0.527
O (-2.7633, -4.7692, -2.9479)  -0.625
O (-2.0987, -3.0594, -1.5566)  -0.135
C (-1.7343, -2.1440, -2.6049)  -0.295
H (-3.5700, -6.4892, 0.5144)  0.256
H (-2.5163, -6.9929, -0.7561)  0.232
H (-4.1333, -6.3711, -1.1806)  0.317
H (-2.5462, -1.5223, -2.9822)  0.371
H (-1.3470, -2.7385, -3.4323)  0.385
H (-0.8954, -1.5053, -2.3283)  -0.193
C (-0.2247, 5.2218, 0.9847)  -0.408
O (1.1747, 5.5993, 1.0775)  -0.317
C (1.9272, 5.1253, 0.0318)  0.644
O (1.6558, 4.2576, -0.8171)  -0.096
O (3.1016, 5.8023, 0.1726)  -0.262
C (4.1288, 5.6400, -0.8543)  -0.885
H (-0.6615, 5.2575, 1.9828)  0.397
H (-0.1196, 4.1422, 0.8774)  -0.028
H (-0.8297, 5.7447, 0.2440)  0.335
H (4.5067, 4.6214, -0.9424)  0.258
H (5.0166, 6.2716, -0.8259)  0.339
H (3.7537, 5.6158, -1.8775)  0.389
C (2.1462, 3.5008, 3.7160)  -0.389
C (1.3878, 2.4340, 4.4760)  0.309
N (0.7530, 1.6100, 5.0147)  -0.457
H (1.5845, 4.3923, 3.9950)  0.339
H (2.2125, 3.3696, 2.6360)  -0.100
H (3.1317, 3.6665, 4.1512)  0.342



Entry 2:
DFT (ωB97M-V with the def2-TZVPD basis set) results for C54H56N14O2P2Pb as an isolated structure.

Each line ends with the Mulliken charge.
Cartesian coordinates (Å):
Pb (-0.1969, -0.6382, 0.8147)  2.087
C (4.3385, 2.5791, 0.9417)  -0.895
C (3.7257, 3.5817, 0.3250)  -1.278
C (1.3404, 3.9913, 0.8267)  0.410
C (0.3786, 2.8547, 1.1162)  -1.085
N (0.8584, 1.7014, 0.7975)  0.618
C (3.3376, 1.4904, 1.2401)  -0.251
N (-0.8115, 3.1710, 1.6567)  -0.258
C (-1.7705, 2.3054, 1.8853)  -0.579
N (-1.8307, 0.9497, 1.7870)  0.596
C (-3.1594, 0.5784, 2.0236)  -0.340
N (-3.7877, -0.5416, 2.0044)  -0.377
C (-3.3214, -1.8258, 1.8187)  0.072
C (-4.3049, -2.8274, 1.7488)  -0.808
C (-3.9316, -4.1453, 1.6243)  -0.289
C (-2.5759, -4.4656, 1.5817)  -0.776
C (-1.6734, -3.4299, 1.6489)  -0.430
N (-2.0257, -2.1448, 1.7587)  0.123
C (-3.9513, 1.7910, 2.3518)  -0.071
C (-5.2853, 1.9578, 2.6657)  -0.049
C (-5.7150, 3.2536, 2.9295)  -0.684
C (-4.8327, 4.3334, 2.8735)  -0.635
C (-3.4937, 4.1502, 2.5475)  -0.191
C (-3.0833, 2.8563, 2.2946)  -0.031
H (5.3752, 2.5589, 1.2441)  0.350
H (4.1429, 4.5439, 0.0628)  0.575
H (0.8183, 4.7482, 0.2390)  0.911
H (3.7119, 0.4825, 1.0587)  1.166
H (-5.3403, -2.5239, 1.8002)  0.536
H (-4.6799, -4.9254, 1.5631)  0.415
H (-2.2375, -5.4866, 1.4813)  0.438
H (-0.6051, -3.6214, 1.5968)  0.556
H (-5.9571, 1.1109, 2.6995)  0.546
H (-6.7529, 3.4331, 3.1794)  0.401
H (-5.2027, 5.3290, 3.0824)  0.417
H (-2.7957, 4.9742, 2.4885)  0.591
C (1.2131, 0.2714, 4.6497)  -1.255
P (2.4671, -0.1468, 3.3867)  0.057
C (2.7872, 1.5391, 2.6644)  -0.326
N (2.4551, 2.5486, 3.3488)  0.099
C (2.5253, 3.9368, 3.1104)  0.687
C (3.1430, 4.6581, 4.1365)  -0.629
C (3.1933, 6.0379, 4.1244)  -0.745
C (2.5713, 6.7415, 3.1029)  -0.738
C (1.9387, 6.0378, 2.0943)  -0.871
C (1.9102, 4.6454, 2.0635)  -0.036
N (2.3719, 3.3086, 0.0105)  -0.053
C (2.1883, 1.8590, 0.2416)  -0.189
P (2.0388, 0.7593, -1.2887)  -0.291
C (1.1675, 1.9361, -2.4113)  -1.601
C (3.6715, 0.5772, -2.1949)  2.196
C (4.7046, -0.0950, -1.2860)  -1.736
C (4.2517, 1.8736, -2.7618)  -1.636
C (3.3607, -0.3965, -3.3435)  -1.779
C (4.0465, -0.3602, 4.3872)  2.033
C (5.2420, -0.2933, 3.4336)  -1.821
C (3.9859, -1.7583, 5.0089)  -1.790
C (4.2136, 0.6871, 5.4860)  -1.696
H (1.4720, 1.1612, 5.2192)  0.373
H (1.0726, -0.5811, 5.3166)  0.460
H (0.2673, 0.4555, 4.1335)  0.147
H (3.5742, 4.0989, 4.9573)  0.481
H (3.6950, 6.5636, 4.9265)  0.403
H (2.5760, 7.8232, 3.0938)  0.422
H (1.4568, 6.5758, 1.2860)  0.436
H (1.5618, 2.9442, -2.2620)  0.645
H (-0.7137, 1.4370, -1.4977)  -0.296
H (1.4271, 1.6434, -3.4283)  0.842
H (5.0905, 0.5927, -0.5328)  0.249
H (5.5520, -0.4256, -1.8928)  0.580
H (4.2893, -0.9744, -0.7863)  0.333
H (4.4093, 2.6212, -1.9842)  0.180
H (3.6091, 2.3060, -3.5288)  0.311
H (5.2200, 1.6613, -3.2256)  0.528
H (2.9920, -1.3517, -2.9636)  0.386
H (4.2775, -0.5839, -3.9092)  0.526
H (2.6193, -0.0019, -4.0396)  0.311
H (5.1366, -0.9961, 2.6030)  0.276
H (6.1550, -0.5527, 3.9764)  0.596
H (5.3777, 0.7105, 3.0259)  0.232
H (3.9496, -2.5309, 4.2385)  0.401
H (3.1103, -1.8767, 5.6508)  0.338
H (4.8729, -1.9290, 5.6255)  0.470
H (4.1523, 1.6999, 5.0866)  0.182
H (5.1906, 0.5649, 5.9632)  0.528
H (3.4529, 0.5815, 6.2601)  0.316
C (-4.4449, -7.8001, -0.4574)  -1.010
O (-4.8286, -6.4648, -0.7231)  -0.381
C (-4.4296, -5.9226, -1.9076)  0.762
C (-3.6600, -6.5853, -2.8545)  -0.481
C (-3.3093, -5.9275, -4.0288)  -0.546
C (-3.6712, -4.6103, -4.2414)  -0.126
C (-4.4832, -3.9645, -3.3053)  -0.198
C (-4.8603, -4.6186, -2.1535)  -0.362
N (-3.2809, -4.0223, -5.4941)  -0.520
N (-2.7485, -2.9068, -5.5481)  -0.529
C (-2.3807, -2.2231, -4.3431)  0.058
C (-2.9057, -0.9761, -4.1191)  -0.646
C (-2.6613, -0.2725, -2.9336)  -0.675
C (-1.8403, -0.7963, -1.9472)  -0.602
O (-1.6235, -0.1478, -0.8246)  -0.413
C (-1.2111, -2.0635, -2.2150)  0.287
N (-0.3598, -2.5441, -1.2732)  0.295
C (0.2781, -3.6641, -1.4927)  -0.708
C (0.1329, -4.4090, -2.6779)  -1.303
C (-0.7354, -3.9603, -3.6302)  -0.748
C (-1.4603, -2.7654, -3.4175)  0.915
H (-4.8612, -8.0474, 0.5153)  0.243
H (-3.3568, -7.9023, -0.4218)  0.380
H (-4.8472, -8.4862, -1.2070)  0.399
H (-3.3387, -7.6053, -2.7039)  0.456
H (-2.7296, -6.4406, -4.7861)  0.399
H (-4.8176, -2.9523, -3.4787)  0.508
H (-5.4882, -4.1305, -1.4207)  0.451
H (-3.5655, -0.5544, -4.8696)  0.793
H (-3.0847, 0.7098, -2.7734)  0.644
H (0.9495, -4.0058, -0.7093)  0.457
H (0.7051, -5.3151, -2.8222)  0.492
H (-0.8623, -4.5068, -4.5579)  0.663
N (-0.3669, 3.6697, -6.4262)  -0.496
C (-0.9369, 2.9403, -5.3975)  0.421
N (-1.9693, 2.1181, -5.7777)  -0.544
N (-0.4932, 3.0435, -4.2028)  -0.164
C (-1.1338, 2.4292, -3.1660)  -1.091
N (-0.2878, 1.9305, -2.2765)  1.567
H (-1.0179, 3.9648, -7.1380)  0.244
H (0.2163, 4.4166, -6.0810)  0.271
H (-1.9309, 1.7105, -6.6967)  0.281
H (-2.2975, 1.5047, -5.0478)  0.239



Entry 3:
DFT (ωB97M-V with the def2-TZVPD basis set) results for one molecule with the formula C5H6FNO in a non-equilibrium geometry.

Computed properties:
SMILES = C[C@H]1[C@H](F)[C@@]1(O)C#N

Each line ends with the Mulliken charge.
Cartesian coordinates (Å):
C (0.0310, -1.7139, -0.1276)  -1.309
C (0.6065, -0.3539, 0.2344)  -0.117
C (0.8192, 0.7026, -0.8050)  -0.127
F (1.9172, 1.4858, -0.7238)  -0.292
C (-0.2474, 0.9098, 0.2492)  0.641
O (0.0292, 1.8922, 1.1800)  -0.553
C (-1.6399, 0.8020, -0.1644)  0.057
N (-2.7451, 0.6913, -0.4883)  -0.416
H (-0.4091, -2.1675, 0.7803)  0.303
H (-0.7499, -1.6380, -0.9367)  0.304
H (0.7947, -2.3694, -0.4929)  0.385
H (1.3971, -0.3480, 1.0584)  0.359
H (0.5093, 0.5146, -1.8185)  0.391
H (-0.3129, 1.5922, 2.0549)  0.376



Number 1: lowest unoccupied orbital energy -4.73 eV, Kohn-Sham gap 6.75 eV, HOMO energy -11.479 eV. Number 2: lowest unoccupied orbital energy -0.51 eV, Kohn-Sham gap 6.15 eV, HOMO energy -6.660 eV. Number 3: lowest unoccupied orbital energy 0.61 eV, Kohn-Sham gap 11.23 eV, HOMO energy -10.621 eV.